Record 1
{
  "formula": "C33H46FeP2Si",
  "method": "ωB97M-V/def2-TZVPD",
  "spin_multiplicity": 5,
  "lumo_energy_ev": [0.62, 0.44],
  "charge": 0,
  "homo_energy_ev": [-4.6, -6.3],
  "homo_lumo_gap_ev": [5.259, 6.789],
  "symbols": ["P", "P", "C", "C", "H", "H", "H", "H", "C", "H", "H", "H", "C", "H", "H", "H", "C", "H", "H", "H", "C", "H", "H", "H", "Fe", "C", "C", "C", "C", "C", "C", "C", "C", "C", "H", "H", "H", "H", "H", "H", "H", "H", "H", "H", "H", "H", "H", "H", "H", "C", "C", "C", "C", "C", "C", "Si", "C", "C", "C", "C", "C", "C", "C", "C", "C", "C", "C", "C", "H", "H", "H", "H", "H", "H", "H", "H", "H", "H", "H", "H", "H", "H", "H"],
  "xyz": [[0.171, -2.980, -1.046], [0.033, 1.478, -0.004], [0.924, -0.039, -2.722], [0.730, 1.128, -1.760], [0.757, -1.313, -2.477], [1.982, -0.174, -2.791], [1.755, 1.433, -1.612], [0.221, 1.858, -2.369], [-1.536, 2.404, -0.359], [-1.726, 3.148, 0.437], [-2.385, 1.706, -0.388], [-1.469, 2.930, -1.325], [1.185, 2.947, -0.004], [1.167, 3.414, -1.004], [2.197, 2.550, 0.169], [0.950, 3.699, 0.756], [-1.053, -4.321, -1.363], [-1.215, -4.969, -0.487], [-0.753, -4.924, -2.232], [-1.999, -3.818, -1.615], [1.873, -3.704, -1.096], [2.565, -2.867, -1.312], [1.990, -4.426, -1.914], [2.183, -4.162, -0.146], [-0.589, -1.028, -3.259], [0.477, 0.373, -4.215], [-1.040, 0.490, -4.186], [-2.003, -0.230, -5.020], [-1.597, -1.712, -5.415], [-1.010, -2.473, -4.307], [0.448, -2.385, -4.042], [1.456, -1.754, -5.052], [1.104, -0.338, -5.428], [-0.061, -2.742, 0.785], [0.761, 1.433, -4.286], [-1.415, 1.319, -3.567], [-2.137, 0.383, -5.908], [-2.964, -0.295, -4.494], [-2.505, -2.224, -5.724], [-0.908, -1.705, -6.261], [-1.633, -3.100, -3.688], [0.865, -3.280, -3.574], [1.546, -2.388, -5.941], [2.440, -1.792, -4.567], [2.002, 0.163, -5.793], [0.378, -0.307, -6.242], [-0.381, -1.689, 0.925], [0.874, -2.919, 1.362], [-0.862, -3.401, 1.193], [-1.044, 5.423, 3.520], [0.288, 5.044, 3.373], [0.608, 3.704, 3.156], [-0.405, 2.743, 2.998], [-1.733, 3.111, 3.250], [-2.053, 4.453, 3.479], [-0.018, 1.043, 2.326], [1.639, 0.639, 3.061], [2.694, 0.006, 2.366], [3.887, -0.282, 3.036], [4.028, 0.021, 4.396], [2.991, 0.641, 5.090], [1.806, 0.959, 4.412], [-1.278, -0.120, 3.017], [-0.925, -0.929, 4.110], [-1.909, -1.640, 4.816], [-3.245, -1.563, 4.411], [-3.597, -0.804, 3.298], [-2.616, -0.085, 2.606], [-1.302, 6.464, 3.647], [1.082, 5.772, 3.437], [1.655, 3.394, 3.067], [-2.525, 2.363, 3.255], [-3.099, 4.736, 3.633], [2.553, -0.244, 1.311], [4.704, -0.749, 2.472], [4.966, -0.231, 4.898], [3.099, 0.869, 6.144], [1.019, 1.466, 4.973], [0.111, -1.016, 4.439], [-1.629, -2.226, 5.699], [-4.012, -2.141, 4.949], [-4.635, -0.743, 2.977], [-2.901, 0.531, 1.748]],
  "forces_ev_per_a": [[-0.3968, -0.1675, 1.0971], [0.1614, -0.0864, -1.0528], [1.6707, -0.5193, 0.5033], [0.3668, -0.1680, -1.2130], [0.9348, 2.1474, 0.4317], [0.9554, -0.2819, -0.0897], [0.2165, 0.5405, 0.1033], [-0.0327, 0.7508, 0.0467], [-0.3033, -0.3037, 0.4428], [0.1383, -0.3360, -0.3060], [0.1835, 0.2466, -0.0901], [0.1187, -0.3014, 0.3308], [0.1894, -0.0782, 0.4831], [-0.0877, -0.2234, 0.4853], [-0.1847, 0.3115, 0.0348], [-0.0113, -0.2626, -0.1723], [0.1324, -0.3279, -0.0048], [0.1119, 0.1051, -0.3555], [-0.1303, 0.1343, 0.2369], [0.2319, -0.2274, 0.1444], [0.2233, -0.0091, -0.1276], [-0.2420, -0.3391, 0.1231], [-0.0548, 0.1012, 0.2177], [-0.1667, 0.0199, -0.3048], [-2.9522, -1.1556, 4.9520], [0.2570, 2.7745, -1.4622], [-0.0794, 1.1974, 1.7496], [-0.7249, -0.5006, -1.8576], [-1.2001, 0.8041, -1.1339], [2.0651, -1.0186, 0.0144], [-0.3415, -2.3057, -2.5218], [-0.4042, -1.3730, 0.3118], [0.0377, 0.0787, 0.2814], [-0.1492, 0.1858, 0.3420], [0.5557, -0.1997, 0.2949], [0.0573, -0.0347, -0.6867], [-0.6924, -0.2939, -0.8675], [0.1057, 0.1663, -0.1855], [-0.1875, 0.0762, -0.4160], [-0.2593, -0.0366, -0.0919], [-0.0292, -0.6779, -0.2742], [0.0221, 0.3216, 0.1612], [0.0327, -0.0026, -0.0144], [-0.0995, 0.1191, -0.0424], [-0.0049, 0.2006, 0.1184], [0.1774, 0.0795, 0.0622], [0.1902, -0.6041, 0.1637], [-0.5985, 0.1682, -0.3838], [0.5466, 0.4405, -0.2571], [-0.2157, -0.3188, -0.2082], [-0.0897, -0.5528, 0.1210], [-0.2086, 0.3066, -0.2193], [-0.0423, -0.3752, 0.7169], [-0.0193, 0.8732, -0.1161], [0.0254, -0.1035, 0.1123], [-0.1496, 1.4010, 0.6727], [0.6275, -0.4546, -0.4613], [-0.2699, 0.3175, 0.6932], [-0.0648, -0.0606, -0.2963], [0.1452, -0.0968, -0.2832], [-0.1389, -0.1234, -0.5577], [0.6174, -0.1160, 0.4747], [-0.1499, -0.4929, 0.1244], [-0.6414, -0.4036, 0.2948], [0.1599, 0.2911, -0.2227], [-0.0581, -0.4057, 0.1634], [0.2525, 0.2233, -0.1375], [-0.2227, -0.1991, 0.1989], [-0.0151, 0.0628, 0.0943], [0.0357, 0.1483, 0.0477], [-0.3376, 0.2074, -0.0310], [0.1521, 0.1810, -0.0886], [0.3832, -0.0339, -0.0188], [0.1901, 0.0120, 0.2962], [-0.2741, 0.1658, 0.3844], [-0.3388, 0.1163, -0.1125], [-0.0135, 0.0280, -0.0716], [0.0932, -0.1451, -0.2661], [-0.2683, 0.1231, -0.1423], [-0.1251, 0.1656, -0.4191], [0.4025, 0.4051, -0.2587], [0.1750, -0.0771, 0.0577], [0.0347, -0.2038, 0.2374]]
}

***

Record 2
{
  "formula": "C5H4BrN2O3",
  "method": "ωB97M-V/def2-TZVPD",
  "lumo_energy_ev": 3.26,
  "charge": -1,
  "homo_energy_ev": -3.3,
  "homo_lumo_gap_ev": 6.517,
  "symbols": ["C", "C", "C", "C", "C", "N", "N", "O", "O", "O", "Br", "H", "H", "H", "H"],
  "xyz": [[0.173, -0.910, 1.072], [0.235, 0.419, -1.001], [-0.674, 1.922, -2.898], [0.931, 0.166, 0.605], [0.238, -1.279, 2.530], [-0.835, -1.194, 0.262], [-0.737, -0.477, -0.917], [-1.234, 0.984, -3.353], [0.680, 1.222, -1.855], [-0.503, 3.070, -2.713], [2.582, 0.831, 1.184], [-0.385, -2.280, 2.801], [-0.207, -0.567, 3.153], [1.257, -1.443, 2.684], [-1.522, -0.464, -1.555]],
  "forces_ev_per_a": [[-0.4047, 2.5471, -0.3576], [3.8183, -0.6470, 5.7060], [0.3361, 0.2510, 0.3116], [-1.9621, -0.0286, -4.8259], [-2.4089, -4.0373, -1.3778], [-1.1584, -1.2209, 0.1367], [0.0683, 0.4456, 0.1304], [-0.5248, -0.3224, -0.3952], [-0.4589, -0.5016, -0.0110], [-0.3468, 0.6325, -0.4378], [0.0138, 0.0265, -0.0121], [1.5579, 2.0139, -0.9099], [-0.2781, 1.4661, 0.8242], [1.5666, -0.2357, 1.1029], [0.1816, -0.3892, 0.1156]]
}

***

Record 3
{
  "formula": "C33H39BrCeN5OS",
  "method": "ωB97M-V/def2-TZVPD",
  "spin_multiplicity": 2,
  "lumo_energy_ev": [-5.69, -5.63],
  "charge": 2,
  "homo_energy_ev": [-13.0, -13.0],
  "homo_lumo_gap_ev": [7.288, 7.347],
  "symbols": ["Ce", "C", "C", "C", "C", "C", "C", "C", "C", "C", "C", "C", "C", "N", "C", "C", "C", "C", "C", "N", "C", "C", "C", "C", "H", "H", "H", "H", "H", "H", "H", "H", "H", "H", "H", "H", "H", "H", "H", "H", "H", "H", "H", "H", "H", "H", "H", "H", "H", "H", "H", "H", "H", "O", "C", "C", "C", "N", "C", "Br", "C", "H", "H", "H", "H", "N", "C", "N", "C", "C", "C", "C", "C", "C", "S", "H", "H", "H", "H", "H", "H"],
  "xyz": [[0.760, -0.161, -0.074], [-4.454, 1.253, 3.292], [-3.469, 0.627, 2.261], [-4.362, -0.410, 1.584], [-2.949, 1.663, 1.200], [-3.882, 2.359, 0.440], [-3.575, 3.473, -0.338], [-2.270, 3.884, -0.468], [-1.271, 3.275, 0.316], [0.135, 3.853, 0.415], [0.989, 3.306, -0.714], [0.116, 5.392, 0.522], [-1.580, 2.040, 0.972], [-0.517, 1.180, 1.452], [-0.232, 0.622, 2.652], [0.325, -0.678, 2.821], [0.876, -1.295, 3.936], [1.122, -2.604, 3.587], [0.673, -2.832, 2.276], [0.273, -1.637, 1.740], [0.852, -4.197, 1.614], [0.428, -4.159, 0.137], [2.327, -4.684, 1.727], [-0.066, -5.199, 2.444], [-4.810, 0.497, 3.972], [-5.304, 1.795, 2.864], [-4.029, 1.926, 4.083], [-2.619, 0.186, 2.820], [-5.408, -0.085, 1.632], [-4.206, -1.420, 2.023], [-4.192, -0.624, 0.535], [-4.904, 2.071, 0.560], [-4.344, 3.992, -0.877], [-2.053, 4.694, -1.138], [0.487, 3.458, 1.371], [0.592, 3.618, -1.731], [0.933, 2.196, -0.759], [2.060, 3.532, -0.540], [-0.146, 5.752, -0.477], [1.046, 5.897, 0.803], [-0.708, 5.737, 1.160], [-0.407, 1.198, 3.579], [0.991, -0.883, 4.938], [1.406, -3.383, 4.257], [0.943, -3.297, -0.351], [-0.641, -3.987, 0.017], [0.648, -5.088, -0.362], [3.021, -3.986, 1.232], [2.415, -5.712, 1.272], [2.665, -4.778, 2.714], [-1.094, -5.052, 2.057], [-0.027, -5.009, 3.443], [0.196, -6.253, 2.212], [7.070, -0.765, -1.581], [5.763, -0.940, -1.181], [4.932, -1.814, -1.879], [3.612, -1.920, -1.520], [3.032, -1.173, -0.499], [3.857, -0.341, 0.118], [3.338, 1.005, 1.444], [5.220, -0.268, -0.140], [7.208, -1.189, -2.445], [5.328, -2.481, -2.699], [2.940, -2.545, -2.055], [5.784, 0.443, 0.490], [-1.565, -1.412, -1.063], [-1.330, -0.563, -2.182], [-0.128, -0.192, -2.543], [-0.131, 0.671, -3.637], [0.994, 1.305, -4.327], [0.807, 1.891, -5.526], [-0.471, 2.005, -6.128], [-1.603, 1.498, -5.447], [-1.404, 0.835, -4.204], [-2.669, 0.270, -3.123], [-1.489, -2.421, -1.251], [-2.500, -1.284, -0.742], [2.018, 1.120, -3.928], [1.744, 2.091, -6.114], [-0.510, 2.573, -7.055], [-2.605, 1.539, -5.893]],
  "forces_ev_per_a": [[-1.3413, -0.3056, 0.3137], [1.1414, 1.3260, 1.4916], [-0.1613, 1.0732, -0.6229], [0.2134, -1.6053, -0.1295], [0.7617, 0.0743, 0.1269], [0.0365, 0.4581, 0.5813], [0.0200, -0.9884, -0.3233], [0.4369, -0.3237, 1.0306], [-0.2453, -1.0576, -0.5951], [-0.5080, -0.3034, 0.7964], [0.3354, 0.0914, -0.8146], [-0.6191, -0.0465, -0.9599], [-0.4623, 0.6788, 1.4950], [0.5340, -1.4426, 0.4190], [-0.4979, 0.8362, -0.3716], [-0.4458, 0.5422, -2.0698], [-0.0084, -0.3477, 0.9879], [-0.7058, -0.0366, 0.5290], [1.2016, 1.0834, -0.3563], [-0.0115, -0.4204, 0.4561], [-0.5432, -0.3774, 0.4900], [0.1285, 0.9079, 0.4193], [-0.5950, -0.2799, -1.9697], [-0.2363, -0.3136, -4.4264], [-0.5092, -0.8099, -0.2685], [0.2482, -0.3134, -0.1804], [0.2530, -0.0660, -1.1604], [-0.5037, 0.0620, -0.4855], [0.1792, -0.4264, 0.1457], [-0.5857, 0.7034, 0.2419], [0.4088, 0.4445, -0.5038], [-0.6140, -0.0114, -0.0108], [-0.3109, 0.0343, -0.1641], [0.2413, 0.4676, 0.1089], [0.4073, -0.0227, -0.0536], [0.7612, -0.0876, 1.1414], [-0.0665, 0.3898, 0.0386], [-0.5105, 0.1305, -0.5548], [0.1107, 0.2998, 0.0096], [-0.0642, -0.5077, 0.0828], [0.3888, -0.2211, 0.0857], [-0.0287, -0.1907, -0.3620], [0.0253, 0.0437, -0.4066], [0.3940, -0.2491, 0.3213], [-0.0490, -0.6456, -0.0331], [-0.1628, 0.0139, 0.2256], [0.3112, -0.2400, -0.2715], [-0.1991, -0.2572, -0.0846], [-0.0829, 1.1214, 0.2569], [0.2567, -0.0595, 1.6178], [0.3449, -0.1063, 0.5480], [0.1460, 0.3786, 2.7863], [0.0079, 0.6542, 0.2465], [-1.7881, 0.0049, 0.8432], [2.1628, -0.8082, -2.0131], [-0.3898, -1.4106, -1.0130], [0.0017, 1.0895, 1.0455], [0.6808, 0.2558, -0.5798], [1.4188, -0.2096, -0.0610], [-0.5959, -0.9530, -0.6046], [0.0945, 2.1292, 2.0314], [0.0274, 0.0240, 0.3180], [-0.5215, 0.9685, 0.9609], [-0.4046, -0.5618, -0.2465], [-0.0242, -0.6018, -0.7283], [0.9911, 0.1373, -0.8492], [-1.3636, 1.1829, -1.1583], [-0.1097, -0.1934, 1.0870], [0.4660, 0.8527, -1.8170], [-0.2656, -2.6007, 2.6481], [0.7163, 0.1204, -1.6908], [-0.5620, -0.1901, 1.3111], [0.9178, 0.2547, -0.3403], [-0.1419, 1.0651, -0.3854], [1.9593, -1.5360, 0.4392], [0.3483, 0.5658, -0.1910], [-0.7827, 0.2975, 0.6274], [-0.8841, 0.2578, -0.3540], [-1.2494, 0.4048, 0.6179], [-0.4371, -0.4676, 0.0239], [0.5097, 0.1697, 0.2639]]
}

***

One value per record, in order, for ΔE to the lowest compared entry with this formula, charge and spin: 271.3, 87.6, 152.6 kJ/mol.